Entry 1:
Entry from the OMol25 dataset: a 14-piece molecular cluster, C5H39NO13 overall (ωB97M-V with the def2-TZVPD basis set).

Computed properties:
ΔE to the lowest compared entry with this formula, charge and spin in kcal per mole: 0.0
Total charge: 0
Orbital gap in eV: 9.1163

Positions of all 58 atoms, in Å:
C 0.1114 -1.0600 1.5755
C 0.8061 -0.7191 2.8939
C 0.5192 -0.1473 0.3900
N 1.9218 -0.2029 -0.0746
C 2.4419 -1.5631 -0.1229
C 2.8039 0.7130 0.6850
H -0.9741 -1.0127 1.6843
H 0.3290 -2.1131 1.3371
H 0.4713 -1.4542 3.6983
H 1.8852 -0.7949 2.8320
H 0.5032 0.2657 3.2597
H 0.2459 0.8733 0.5649
H -0.1339 -0.4684 -0.4821
H 2.6120 -2.0137 0.8440
H 3.3762 -1.5703 -0.6460
H 1.7730 -2.2050 -0.7066
H 2.8962 0.4691 1.7207
H 3.8171 0.6651 0.2440
H 2.3948 1.7210 0.5844
H -1.9514 2.3696 -0.9818
H -1.1599 3.5453 -0.4550
O -2.0141 3.1079 -0.4140
H -0.9924 -2.3726 -1.9474
H -0.5365 -3.6529 -2.6538
O -0.2847 -3.0596 -1.9623
H -3.1361 -0.8110 1.6835
H -3.4819 -0.4570 3.0423
O -3.3119 -0.0599 2.2319
H -0.2543 -4.1421 0.9910
H -0.6026 -3.6524 -0.4003
O -0.9925 -4.0250 0.4185
H -2.6062 -1.5306 -0.9089
H -2.0284 -0.5113 -1.9091
O -2.2987 -1.3944 -1.8401
H -2.5453 1.4517 2.1895
H -2.1879 2.6148 1.1837
O -2.0878 2.3320 2.1326
H -2.1635 -2.8667 0.6992
H -3.7141 -2.7360 0.5875
O -2.9139 -2.1962 0.6512
H 0.7855 3.3175 0.8198
H 1.1092 4.5760 0.0202
O 0.9252 3.6979 -0.0866
H 0.7504 -1.8817 -2.7131
H 0.7651 -0.3585 -2.5319
O 1.1673 -1.0964 -3.1012
H 2.7588 0.6118 -1.8738
H 2.6113 0.3081 -3.3812
O 2.8556 0.9872 -2.7803
H -1.9753 1.3990 -2.9214
H -0.6361 1.5800 -2.2708
O -1.5088 1.1479 -2.1511
H -0.4857 2.5329 2.3760
H 0.8682 1.7338 2.3732
O 0.5380 2.6650 2.3434
H 0.7768 2.9714 -1.6223
H 1.5090 1.9831 -2.6488
O 0.6496 2.4891 -2.4699

Force components x, y, z for each atom (eV/Å):
0.60 0.13 -0.18
-1.06 -1.10 1.08
-0.60 -1.64 -1.26
-0.02 0.25 0.70
-0.55 0.14 -0.49
-0.05 -0.18 -1.42
0.15 0.20 0.07
0.02 0.44 -0.09
0.43 0.88 -0.90
0.07 0.05 0.02
0.16 -0.14 0.07
-0.09 0.65 0.21
0.67 0.29 0.82
0.00 -0.19 0.61
0.68 0.10 -0.33
0.00 0.15 0.20
0.11 -0.19 0.86
-0.43 0.18 0.14
0.29 -0.04 0.00
0.13 -1.66 -1.31
0.31 0.12 -0.01
-0.53 1.89 1.38
-0.68 0.34 -0.08
-0.24 -0.71 -0.71
0.58 0.12 0.68
0.30 -0.91 -1.18
-0.59 -0.75 2.60
0.03 1.59 -1.17
0.76 -0.26 0.88
-0.05 -0.21 -0.33
-0.74 0.14 -0.47
0.11 0.10 -0.68
0.77 2.64 -0.27
-0.84 -2.76 0.76
0.47 0.79 0.00
0.03 -0.09 0.54
-0.28 -0.46 -0.30
-0.44 0.36 0.03
0.09 0.14 0.00
0.17 -0.90 0.13
0.06 0.01 0.09
0.83 3.59 0.41
-0.93 -3.33 -0.23
0.17 -0.17 -0.17
0.90 -1.44 -1.26
-0.96 1.76 1.11
-0.16 -0.09 -0.73
-0.36 -1.31 -0.67
0.70 1.32 1.50
-0.95 0.37 -1.37
0.95 0.42 -0.10
-0.08 -0.88 1.02
0.95 0.15 -0.03
-0.24 1.34 0.00
-0.77 -1.26 0.04
0.18 -0.21 -0.36
-0.88 0.72 0.20
0.82 -0.46 -0.03

***

Entry 2:
Entry from the OMol25 dataset: a 15-piece molecular cluster, C5H39NO14 overall (ωB97M-V with the def2-TZVPD basis set).

Computed properties:
ΔE to the lowest compared entry with this formula, charge and spin in kcal per mole: 123.3
Total charge: 0
Orbital gap in eV: 9.5772

Positions of all 59 atoms, in Å:
C 1.0174 -0.7170 2.4763
C 1.2382 0.5095 3.4314
C -0.2078 1.0700 3.6290
C -1.0397 1.4523 2.6783
C -2.3493 2.1403 2.9407
N 0.0403 -1.7521 2.8501
H 2.0024 -1.1976 2.4378
H 0.8569 -0.4644 1.4254
H 1.8149 1.2808 2.9156
H 1.7993 0.3897 4.3563
H -0.2570 1.1397 4.7074
H -0.7076 1.3553 1.6638
H -2.5103 2.1821 4.0218
H -3.1474 1.5616 2.4742
H -2.3538 3.1761 2.6003
H -0.4817 -1.4329 3.6570
H -0.5978 -1.8510 2.0829
H 4.0506 3.8781 -1.6950
H 2.5786 3.6433 -1.9533
O 3.4350 3.2016 -1.9781
H 2.9228 -1.0237 0.7189
H 3.6919 0.1905 0.0425
O 3.5155 -0.7546 0.0182
H 1.5811 -0.7578 -2.3249
H 1.5036 0.6918 -2.9131
O 0.9837 -0.0490 -2.5831
H -2.6016 -0.3144 -0.7671
H -2.5802 1.1488 -0.0862
O -3.0673 0.3425 -0.2513
H -0.7106 0.5500 -3.4186
H -1.3464 1.6903 -4.3215
O -0.7037 1.4832 -3.6376
H 1.6464 2.2246 -0.0435
H 1.2947 1.0551 0.8091
O 2.0311 1.6361 0.6137
H 0.0311 -2.4918 -1.5568
H -0.4400 -3.8922 -1.1633
O -0.1839 -3.3524 -1.9208
H 1.3202 5.0501 0.0974
H 2.7870 5.1466 -0.2161
O 1.9322 5.0485 -0.6475
H -0.4160 1.0281 -1.5674
H -0.1472 0.1018 -0.3375
O -0.3340 0.9989 -0.6137
H 1.2166 -3.9460 1.4817
H -0.1625 -3.2774 1.0777
O 0.4135 -4.0258 0.9649
H -4.6739 -3.3318 1.4866
H -3.7116 -2.0816 1.4365
O -3.9194 -2.9333 1.0506
H -2.9594 -0.5324 -3.7999
H -4.3871 -0.5540 -3.7228
O -3.7055 -0.3431 -4.3708
H -3.4484 -2.6238 -1.5637
H -2.2785 -2.8377 -2.5797
O -3.0614 -2.3047 -2.3852
H 3.8000 -1.5482 -2.7769
H 4.4753 -2.7925 -2.1061
O 4.5107 -2.1840 -2.8445

Force components x, y, z for each atom (eV/Å):
2.23 -0.70 0.62
-2.38 0.33 -2.23
2.65 -0.13 1.27
0.02 0.59 0.88
0.21 -0.48 0.42
0.56 0.70 0.48
0.10 -0.26 -0.01
-0.28 0.50 0.24
0.02 -0.25 -0.31
-0.47 -0.85 0.10
-1.56 0.55 0.13
-0.07 -0.06 -0.54
-0.15 -0.10 -0.12
-0.23 0.31 -0.03
-0.04 -0.10 -0.32
-0.24 -0.15 -0.12
-0.66 0.15 0.16
0.20 0.04 -0.06
0.02 0.11 0.07
-0.05 -0.42 -0.25
0.02 0.55 0.24
-0.55 0.11 0.42
0.47 -0.84 -0.87
0.27 0.24 -0.05
0.18 -0.10 0.01
0.17 -0.76 -0.21
0.50 0.41 -0.27
0.75 -0.29 -0.47
-1.53 -0.38 0.74
-0.12 -0.29 -0.64
-0.19 -0.35 0.11
0.10 0.76 0.25
0.17 0.01 -0.16
0.02 0.18 -0.04
0.38 0.46 0.17
0.07 0.06 0.09
0.35 -0.07 0.10
-0.42 -0.03 -0.31
-0.16 0.01 -0.13
0.08 0.00 -0.03
-0.19 0.17 0.38
0.19 -0.16 -0.26
0.02 -0.19 -0.55
-0.70 0.83 1.12
-0.24 0.49 0.29
0.27 0.20 0.68
-0.06 -1.03 -1.06
-0.06 0.29 0.25
-0.39 0.18 0.23
0.52 -0.34 -0.67
0.51 -0.17 -0.13
-0.43 0.01 -0.31
-0.12 0.23 0.31
0.11 -0.22 0.10
0.00 -0.12 0.27
0.06 0.37 0.02
-0.08 -0.05 0.44
-0.31 0.22 0.27
0.49 -0.14 -0.70

***

Entry 3:
Entry from the OMol25 dataset: an isolated molecule of C5H3Br (ωB97M-V with the def2-TZVPD basis set).

Computed properties:
ΔE to the lowest compared entry with this formula, charge and spin in kcal per mole: 56.6
Total charge: 0
Orbital gap (spin up / spin down) in eV: 6.5284 / 7.4718

Positions of all 9 atoms, in Å:
C 0.3741 0.8947 0.1702
C 0.1360 -0.2799 0.6012
C 0.6332 2.1016 -0.2501
C -0.2284 -1.5946 0.8400
C -0.7243 -2.3388 -0.2654
Br -1.5689 -1.6022 -1.6695
H 0.1682 2.2726 -1.2113
H 1.4347 2.7975 0.0123
H -0.2245 -2.2509 1.7728

Force components x, y, z for each atom (eV/Å):
0.13 -2.65 1.74
-0.10 0.24 0.38
0.47 0.74 -1.61
-1.04 -0.68 -0.66
0.99 0.10 1.62
-0.51 0.47 -0.83
-0.15 0.60 -0.16
-0.49 -0.40 0.55
0.70 1.58 -1.04

***

Entry 4:
Entry from the OMol25 dataset: a 2-piece molecular cluster, C5H3Br2NS overall (ωB97M-V with the def2-TZVPD basis set).

Computed properties:
Total charge: 0
Multiplicity: 3
Orbital gap (spin up / spin down) in eV: 7.2863 / 6.8321
Expectation value of S²: 2.158

Positions of all 12 atoms, in Å:
C 2.6401 0.1594 -0.7996
C 0.6638 -0.5126 -0.2405
C 0.2324 0.5744 -1.0012
C -0.8768 -1.8044 1.0744
C -1.1128 0.9189 -1.0868
N 1.9640 -0.6953 -0.0565
S 1.7023 1.2994 -1.7335
Br -0.1011 -1.7709 2.7018
Br -1.7334 2.3418 -2.1643
H 3.6447 0.2729 -0.6563
H -0.4189 -2.6572 0.3949
H -1.8303 0.4010 -0.5531

Force components x, y, z for each atom (eV/Å):
-2.55 -0.12 0.25
-0.83 -0.21 1.29
-0.73 0.01 -0.33
3.19 -0.12 -3.81
2.10 1.45 -1.57
-0.48 0.05 -0.45
-0.78 -0.68 0.81
0.02 -0.22 0.89
0.24 -0.40 0.32
2.56 0.21 -0.13
-1.49 0.98 1.82
-1.25 -0.94 0.91

***

Entry 5:
Entry from the OMol25 dataset: C5H3Cl2CoMnNO3 as an isolated structure (ωB97M-V with the def2-TZVPD basis set).

Computed properties:
Total charge: +4
Multiplicity: 9
Orbital gap (spin up / spin down) in eV: 7.6948 / 5.3738
Expectation value of S²: 20.048

Positions of all 16 atoms, in Å:
Co -0.0025 -0.9385 -2.8835
Mn 0.1083 -0.3101 -0.0470
Cl -1.0741 0.7231 -1.7597
Cl 0.8767 -2.1962 -1.2832
C -0.6411 -2.0615 1.7499
C -0.4242 -0.0925 -4.3907
C 0.5224 -2.1295 -4.0556
O -1.0238 -2.7368 2.5876
O -0.5111 0.2586 -5.4951
O 0.7385 -2.8588 -4.9298
C 0.2664 2.3425 3.8066
C 0.1559 1.4382 2.6918
N 0.0880 0.7842 1.7314
H 1.2506 2.2153 4.2824
H -0.5348 2.1866 4.5435
H 0.2048 3.3754 3.4515

Force components x, y, z for each atom (eV/Å):
-0.72 1.04 4.92
-0.06 -0.90 1.01
0.28 -0.49 -0.72
-0.12 0.34 -0.75
-1.32 -1.95 2.79
-1.08 3.49 -9.38
2.33 -6.88 -7.38
1.33 2.20 -2.91
0.18 -1.53 6.19
-0.96 3.68 4.76
0.78 -3.62 -0.79
0.20 3.00 3.85
-0.03 -0.85 -1.28
0.51 0.28 -0.17
-1.02 0.40 0.10
-0.32 1.80 -0.26

***

Entry 6:
Entry from the OMol25 dataset: C5H3Cl2IrNO3V as an isolated structure (ωB97M-V with the def2-TZVPD basis set).

Computed properties:
Total charge: +4
Multiplicity: 7
Orbital gap (spin up / spin down) in eV: 5.5366 / 5.1764
Expectation value of S²: 12.022

Positions of all 16 atoms, in Å:
Ir 0.7454 -0.3517 -3.7777
V 0.3502 1.5227 0.8438
Cl 0.7399 -1.8133 -1.9830
Cl -0.7285 3.0039 -0.3764
C 1.9847 2.1561 1.4680
C 1.0099 -1.9795 -4.5803
C 0.6514 1.3324 -4.5894
O 2.9134 2.5239 2.0917
O 1.0130 -3.1337 -4.7518
O 0.3645 2.4338 -4.8672
C -1.7356 -1.2368 3.7525
C -1.1116 -0.3783 2.7996
N -0.5390 0.2463 2.0150
H -2.7290 -0.8522 3.9665
H -1.1442 -1.2388 4.6639
H -1.7846 -2.2350 3.3248

Force components x, y, z for each atom (eV/Å):
-0.13 -2.64 6.19
-1.89 -3.33 -0.02
0.01 0.58 -0.83
-1.63 2.63 -1.60
8.97 3.83 5.65
0.10 -8.05 -2.95
-1.91 9.62 -5.58
-5.28 -2.15 -3.81
0.28 6.11 0.29
1.83 -6.13 1.72
-0.09 0.29 -0.19
0.14 -0.55 0.40
-0.16 0.12 0.32
-0.34 -0.02 0.13
0.18 -0.03 0.29
-0.10 -0.27 0.01